Record 1
Density functional theory data (ωB97M-V/def2-TZVPD) for C23H23N3O4ReS3SeTe as an isolated structure.

```
59
Properties=species:S:1:pos:R:3:forces:R:3:mulliken_charge:R:1
Re -0.828 0.779 -0.510 0.8 0.7 -0.2 0.631
O 1.387 1.179 -0.629 0.3 -0.1 0.1 -0.278
S 0.863 2.181 -1.641 -1.1 -0.6 0.2 1.097
O 1.753 2.941 -2.410 0.1 -0.1 -0.1 -0.545
O -0.095 1.160 -2.381 0.0 0.2 -0.1 -0.485
O -0.212 2.881 -0.835 0.1 0.1 0.0 -0.480
S -3.022 1.243 0.057 0.0 -0.3 -0.1 -0.267
C -3.552 2.598 -0.908 0.1 0.1 0.1 0.506
N -4.571 3.317 -0.516 0.0 -0.1 0.0 -0.190
C -5.019 4.403 -1.395 0.0 0.0 0.0 -0.601
C -4.241 4.254 -2.712 -0.1 0.0 0.0 -0.457
S -2.928 3.012 -2.436 0.0 0.0 0.0 0.043
H -5.010 3.152 0.381 0.0 0.0 0.0 0.244
H -4.816 5.355 -0.904 0.0 0.0 0.0 0.319
H -6.092 4.313 -1.553 0.0 0.0 0.0 0.323
H -3.771 5.186 -3.011 0.0 0.0 0.0 0.374
H -4.875 3.898 -3.521 0.0 0.0 0.0 0.350
C -0.260 -2.212 -3.985 0.0 0.0 0.0 -1.017
N 0.722 -2.190 -2.907 0.1 0.0 0.1 0.245
C 0.504 -1.949 -1.617 -0.1 0.1 0.0 -0.114
Se -1.197 -1.565 -0.828 0.0 0.2 0.2 -0.080
N 1.663 -1.960 -0.958 0.0 0.0 0.0 0.492
C 2.695 -2.207 -1.852 0.1 0.0 0.0 0.644
C 4.071 -2.314 -1.679 -0.1 0.0 0.0 -0.690
C 4.806 -2.571 -2.816 0.0 0.0 0.0 -0.603
C 4.200 -2.716 -4.077 0.0 0.0 0.0 -0.671
C 2.836 -2.609 -4.247 0.0 0.0 0.1 -0.751
C 2.095 -2.351 -3.097 0.0 0.0 0.0 0.456
H -1.256 -2.315 -3.563 0.0 0.0 0.0 0.370
H -0.054 -3.068 -4.623 0.0 0.0 0.0 0.388
H -0.191 -1.289 -4.557 0.0 0.0 0.0 0.342
H 1.750 -1.795 0.039 0.0 0.0 0.0 0.006
H 4.535 -2.197 -0.710 0.0 0.0 0.0 0.445
H 5.880 -2.663 -2.742 0.0 0.0 0.0 0.430
H 4.825 -2.917 -4.936 0.0 0.0 0.0 0.413
H 2.378 -2.716 -5.219 0.0 0.0 0.0 0.451
Te 0.235 1.468 1.915 -0.1 -0.1 0.1 0.590
C -1.128 0.950 3.412 -0.2 -0.2 0.0 0.690
C -2.105 -0.023 3.222 -0.1 0.0 0.0 -0.117
C -2.926 -0.386 4.278 0.0 0.0 0.0 -0.941
C -2.771 0.223 5.517 0.0 0.0 0.0 -0.506
C -1.801 1.197 5.701 -0.1 0.0 0.0 -0.614
C -0.976 1.566 4.649 0.1 0.1 0.0 -0.689
C 1.500 -0.193 2.180 0.1 0.0 -0.1 0.810
C 2.868 0.042 2.116 0.1 0.0 -0.1 -0.271
C 3.749 -1.018 2.300 0.0 0.0 0.0 -0.738
C 3.262 -2.293 2.546 0.0 0.0 0.0 -0.548
C 1.890 -2.519 2.612 0.0 0.0 0.0 -0.477
C 1.001 -1.469 2.426 0.0 0.0 0.1 -0.627
H -2.237 -0.508 2.261 0.0 0.0 0.0 0.368
H -3.684 -1.145 4.137 0.0 0.0 0.0 0.441
H -3.412 -0.063 6.339 0.0 0.0 0.0 0.415
H -1.686 1.673 6.665 0.0 0.0 0.0 0.418
H -0.224 2.330 4.808 0.0 0.0 0.0 0.410
H 3.258 1.034 1.926 0.0 0.0 0.0 0.438
H 4.815 -0.838 2.263 0.0 0.0 0.0 0.462
H 3.949 -3.114 2.703 0.0 0.0 0.0 0.446
H 1.513 -3.511 2.821 0.0 0.0 0.0 0.436
H -0.063 -1.652 2.506 0.0 0.0 0.0 0.264
```
Positions in Å, forces in eV/Å.

Calculated values
2S+1 = 2
Energy above the lowest of the compared OMol25 structures with the same formula, charge and spin = 0.0 kJ/mol
Kohn-Sham gap (alpha / beta) = 6.39 / 6.86 eV
Charge = +2

Record 2
Density functional theory data (ωB97M-V/def2-TZVPD) for C23H23N3ReS7Si as an isolated structure.

```
58
Properties=species:S:1:pos:R:3:forces:R:3:mulliken_charge:R:1
Re 0.949 -0.288 -0.266 -0.3 -1.7 0.9 -0.046
S -3.018 -1.429 -2.190 0.5 0.1 0.3 -0.214
C -1.938 -2.742 -2.455 -0.1 0.2 0.0 -0.465
C -0.719 -2.553 -1.884 0.0 -0.3 0.0 -0.906
C -0.606 -1.313 -1.209 0.0 1.3 0.6 0.332
C -1.795 -0.595 -1.287 0.2 -0.8 -0.5 0.453
C -1.893 0.691 -0.673 -0.2 0.5 0.2 1.000
C -3.035 1.495 -0.653 0.3 -0.2 0.0 -1.015
C -2.998 2.695 0.024 0.2 0.0 0.1 -0.629
C -1.821 3.076 0.661 0.0 -0.1 -0.1 -1.026
C -0.717 2.251 0.563 -0.1 0.5 0.1 -0.241
N -0.745 1.086 -0.073 0.1 -0.2 -0.2 0.532
H -2.273 -3.590 -3.021 0.0 -0.2 -0.1 0.522
H 0.077 -3.274 -1.951 0.1 -0.1 -0.1 0.507
H -3.918 1.156 -1.171 -0.1 0.0 0.0 0.525
H -3.865 3.336 0.057 -0.1 0.0 0.0 0.467
H -1.764 3.998 1.218 0.1 0.1 0.0 0.489
H 0.227 2.530 1.013 0.0 0.0 0.0 0.488
C 3.611 0.669 1.551 -0.4 -0.6 0.4 -0.986
Si 2.492 -0.516 2.573 1.1 -0.2 0.3 0.360
C 3.213 -2.290 2.670 -0.2 0.7 -0.1 -1.232
C 2.325 0.060 4.378 0.0 -0.1 -0.7 -1.364
N 0.929 -0.502 1.763 0.5 0.7 -2.5 0.261
C -0.258 -0.289 2.431 -1.6 -0.1 0.8 -0.440
C -1.333 -1.163 2.204 0.5 0.1 0.1 0.027
C -2.554 -0.951 2.804 -0.2 0.1 0.1 -0.795
C -2.734 0.123 3.664 -0.1 0.0 0.0 -0.572
C -1.682 0.991 3.904 -0.1 0.0 0.1 -0.923
C -0.460 0.796 3.294 0.1 -0.3 -0.3 0.227
H 4.586 0.221 1.376 0.1 -0.1 -0.1 0.343
H 3.779 1.612 2.062 -0.1 0.2 0.1 0.322
H 3.195 0.909 0.564 0.0 0.0 -0.1 0.191
H 4.077 -2.404 2.025 0.1 0.0 -0.1 0.379
H 2.500 -3.058 2.384 -0.2 0.0 0.0 0.362
H 3.540 -2.497 3.684 0.0 0.0 0.3 0.404
H 3.204 -0.237 4.937 0.3 -0.1 0.0 0.442
H 1.465 -0.399 4.854 -0.2 -0.1 0.1 0.387
H 2.229 1.135 4.475 0.0 0.2 0.0 0.334
H -1.173 -2.015 1.556 0.0 0.0 -0.1 0.513
H -3.369 -1.627 2.590 -0.1 -0.1 0.1 0.454
H -3.687 0.292 4.140 -0.1 0.0 0.1 0.426
H -1.812 1.832 4.571 0.0 0.1 0.0 0.422
H 0.340 1.498 3.462 0.1 0.1 0.0 0.426
C -2.120 1.980 -4.918 0.4 0.0 0.1 -0.790
S -0.412 2.328 -4.399 -0.2 0.0 -0.2 -0.005
C 0.276 0.725 -4.569 0.1 -0.2 0.3 0.311
C 1.101 0.180 -3.645 -0.3 -0.5 -0.7 0.016
S 1.580 1.009 -2.212 0.1 0.3 1.3 -0.502
S 1.725 -1.426 -4.007 -0.3 0.4 -0.4 0.020
C 0.865 -1.643 -5.504 0.0 0.0 0.1 0.027
S 0.937 -3.019 -6.378 0.0 -0.1 -0.1 -0.221
S -0.066 -0.249 -5.988 0.3 -0.1 0.3 -0.153
H -2.645 2.928 -4.890 -0.1 0.1 0.0 0.346
H -2.567 1.277 -4.221 -0.1 -0.1 -0.1 0.159
H -2.120 1.589 -5.931 -0.2 0.0 0.0 0.357
S 2.538 -2.078 -0.503 -1.1 0.2 -0.1 -0.317
C 3.730 -1.378 -1.424 0.8 0.1 0.1 0.579
N 4.609 -0.949 -2.030 0.3 0.2 -0.3 -0.569
```
Positions in Å, forces in eV/Å.

Calculated values
2S+1 = 2
Energy above the lowest of the compared OMol25 structures with the same formula, charge and spin = 94.4 kJ/mol
Kohn-Sham gap (alpha / beta) = 5.82 / 5.84 eV

Record 3
Density functional theory data (ωB97M-V/def2-TZVPD) for C23H24AsCl2IO2Ru as an isolated structure.

```
54
Properties=species:S:1:pos:R:3:forces:R:3:mulliken_charge:R:1
Ru 0.293 -0.561 -0.116 -0.4 0.3 -1.8 -0.126
I 1.179 -2.277 -1.898 0.2 0.9 -0.3 0.238
C 1.638 -0.697 -3.289 0.1 -0.2 0.1 0.748
C 2.175 -0.978 -4.521 -0.2 -0.2 0.5 -0.475
C 2.382 0.082 -5.411 0.0 0.5 0.0 -0.658
C 2.075 1.369 -5.035 0.1 -0.2 -0.1 -0.836
C 1.573 1.665 -3.751 0.0 -0.6 0.1 0.561
C 1.254 2.983 -3.363 -0.1 0.2 0.3 -0.650
C 0.716 3.238 -2.124 0.0 0.0 -0.1 -1.205
C 0.529 2.195 -1.207 0.1 0.4 0.0 0.078
C 0.816 0.887 -1.540 -0.4 -1.1 1.2 -0.298
C 1.345 0.598 -2.825 0.1 -0.1 -0.5 1.014
H 2.429 -1.985 -4.811 0.0 -0.1 0.0 0.440
H 2.782 -0.121 -6.392 0.0 0.0 0.0 0.416
H 2.204 2.177 -5.738 0.1 0.1 -0.1 0.437
H 1.447 3.797 -4.048 0.0 0.0 -0.1 0.448
H 0.450 4.244 -1.838 0.0 0.1 0.0 0.447
H 0.160 2.454 -0.221 0.1 -0.1 0.0 0.511
Cl -5.027 3.018 3.736 0.4 -0.2 -0.3 -0.083
C -3.658 2.297 3.021 0.1 0.4 0.7 0.194
C -2.430 2.313 3.700 0.0 0.0 0.1 -0.627
C -1.307 1.767 3.128 0.2 0.2 0.3 0.549
Cl 0.200 1.792 3.937 -0.3 0.1 -0.1 -0.091
C -1.354 1.143 1.828 0.1 0.0 -0.1 -0.350
O -0.278 0.695 1.327 -0.6 0.6 0.5 -0.156
C -2.639 1.087 1.178 -0.2 0.5 1.0 1.024
C -2.826 0.342 -0.046 -0.6 -0.4 -0.8 -0.407
O -2.023 -0.396 -0.599 0.4 0.2 0.3 -0.471
C -3.750 1.688 1.774 0.6 -0.8 -1.2 -0.895
H -2.376 2.767 4.678 0.1 0.0 0.1 0.505
H -3.834 0.430 -0.483 0.1 0.0 0.0 0.395
H -4.699 1.666 1.259 -0.1 0.0 0.0 0.474
C -2.240 -3.160 2.296 0.2 0.0 0.0 -1.151
C -1.084 -2.447 2.989 0.2 -0.1 -0.2 -0.699
As 0.461 -2.197 1.773 0.4 -0.8 1.1 0.567
C 1.147 -4.023 1.412 -0.1 0.1 0.0 -0.596
C 1.309 -4.875 2.670 -0.1 0.1 -0.1 -1.156
C 1.882 -1.440 2.917 0.1 0.1 -0.2 -0.536
C 2.642 -0.352 2.151 -0.2 -0.1 -0.1 -0.972
H -3.015 -3.410 3.019 0.0 0.0 0.0 0.404
H -1.899 -4.088 1.837 -0.1 0.0 0.0 0.308
H -2.683 -2.534 1.518 0.0 -0.1 0.0 0.216
H -0.704 -3.038 3.832 0.0 0.2 -0.1 0.525
H -1.400 -1.467 3.367 0.2 -0.1 0.0 0.400
H 2.127 -3.883 0.934 -0.3 0.1 0.0 0.504
H 0.487 -4.522 0.691 0.1 0.2 0.1 0.449
H 1.941 -4.378 3.407 0.0 -0.1 0.0 0.310
H 1.780 -5.822 2.408 0.0 0.0 0.0 0.392
H 0.351 -5.105 3.134 0.0 0.0 0.0 0.296
H 2.565 -2.250 3.187 -0.2 0.0 0.0 0.428
H 1.453 -1.033 3.837 -0.1 -0.2 -0.1 0.406
H 2.960 -0.721 1.163 0.1 0.2 0.2 0.244
H 3.535 -0.060 2.701 0.1 0.0 -0.1 0.463
H 2.024 0.544 2.025 0.2 -0.2 0.0 0.045
```
Positions in Å, forces in eV/Å.

Calculated values
2S+1 = 5
Energy above the lowest of the compared OMol25 structures with the same formula, charge and spin = 53.4 kJ/mol
Kohn-Sham gap (alpha / beta) = 7.02 / 4.33 eV
Charge = +2

Record 4
Density functional theory data (ωB97M-V/def2-TZVPD) for C23H24AuBrN12O2 as an isolated structure.

```
63
Properties=species:S:1:pos:R:3:forces:R:3:mulliken_charge:R:1
Au 0.470 -0.480 0.319 0.6 0.5 -0.2 1.133
N 1.216 -2.809 2.741 0.0 0.1 0.0 -0.071
C 1.289 -1.457 3.044 0.0 0.0 0.0 0.133
N 1.751 -0.996 4.183 0.0 0.1 0.0 -0.489
N 1.679 0.352 4.083 -0.1 -0.1 -0.2 -0.648
N 1.191 0.703 2.954 0.0 -0.1 0.1 -0.216
N 0.922 -0.431 2.257 0.0 0.1 0.1 0.655
C 0.152 -3.300 1.995 0.0 0.1 0.1 0.027
N -0.549 -4.390 2.282 -0.1 0.0 0.0 -0.509
N -1.523 -4.410 1.366 0.1 0.1 0.1 -0.591
N -1.409 -3.389 0.566 0.2 -0.1 0.1 -0.683
N -0.326 -2.666 0.939 0.1 -0.1 -0.1 0.809
H 1.481 -3.386 3.525 0.0 0.0 0.0 0.332
Br 0.912 4.028 -2.385 0.0 0.0 0.0 -0.202
C 2.592 3.297 -1.860 0.0 0.0 0.0 -0.246
C 3.735 4.070 -1.953 0.0 0.0 0.0 -0.387
C 4.950 3.498 -1.594 0.0 0.0 0.0 -0.535
C 5.012 2.181 -1.162 0.0 0.0 0.0 -0.636
C 3.853 1.424 -1.054 -0.1 -0.1 -0.1 0.110
C 2.634 1.992 -1.405 0.0 0.0 0.0 0.402
C 3.929 -0.033 -0.613 0.0 0.2 0.2 -0.277
O 5.007 -0.602 -0.661 -0.2 0.0 -0.1 -0.709
O 2.813 -0.545 -0.209 -0.1 -0.5 -0.1 -0.773
H 3.681 5.091 -2.305 0.0 0.0 0.0 0.399
H 5.854 4.090 -1.664 0.0 0.0 0.0 0.375
H 5.953 1.715 -0.903 0.0 0.0 0.0 0.469
H 1.732 1.404 -1.340 0.0 0.0 0.0 0.780
C -4.624 -1.458 1.440 0.0 0.0 -0.1 -0.824
N -3.150 -1.399 1.314 -0.1 0.3 0.0 0.244
C -2.535 -1.057 2.630 -0.1 0.0 -0.1 -1.516
C -2.700 -0.525 0.146 0.0 0.0 0.1 -1.246
C -2.158 0.835 0.496 0.0 0.0 0.1 1.057
C -3.031 1.906 0.680 0.0 0.0 0.0 -0.581
C -2.551 3.174 0.972 0.0 0.0 0.0 -0.884
C -1.185 3.387 1.074 0.0 0.0 0.0 -0.801
C -0.291 2.338 0.889 0.1 0.0 0.0 0.001
C -0.781 1.081 0.593 -0.5 -0.1 0.1 -0.551
H -4.882 -2.132 2.253 0.0 0.0 0.0 0.353
H -5.049 -1.827 0.510 0.0 0.0 0.0 0.358
H -5.000 -0.461 1.656 0.0 0.0 0.0 0.334
H -2.776 -2.336 1.044 0.0 -0.1 0.0 0.347
H -2.912 -0.091 2.956 0.0 0.0 0.0 0.483
H -1.460 -1.014 2.524 0.1 0.0 0.0 0.631
H -2.809 -1.835 3.338 0.0 0.0 0.0 0.405
H -3.555 -0.452 -0.524 0.0 0.1 0.1 0.681
H -1.944 -1.121 -0.353 0.0 -0.1 -0.1 0.017
H -4.100 1.746 0.574 0.0 0.0 0.0 0.451
H -3.242 3.995 1.109 0.0 0.0 0.0 0.425
H -0.802 4.375 1.291 0.0 0.0 0.0 0.446
H 0.774 2.502 0.988 0.0 0.0 0.0 0.727
N 1.569 -2.395 -1.683 0.1 0.2 0.0 -0.207
C 0.688 -1.630 -2.353 -0.1 0.0 0.1 0.709
C 0.310 -1.918 -3.683 0.0 -0.1 0.0 -0.956
C -0.552 -1.095 -4.347 0.0 0.0 0.0 -0.458
C -1.054 0.046 -3.704 0.0 0.0 0.0 -1.031
C -0.697 0.262 -2.407 0.1 0.1 0.1 -0.044
N 0.119 -0.572 -1.716 0.1 -0.2 -0.1 0.487
H 1.959 -3.166 -2.198 0.0 0.0 0.0 0.272
H 2.234 -1.906 -1.042 -0.1 0.0 -0.1 0.284
H 0.748 -2.784 -4.161 0.0 0.0 0.0 0.410
H -0.822 -1.310 -5.373 0.0 0.0 0.0 0.411
H -1.698 0.751 -4.208 0.0 0.0 0.0 0.485
H -1.043 1.132 -1.868 0.0 0.0 0.0 0.430
```
Positions in Å, forces in eV/Å.

Calculated values
2S+1 = 1
Energy above the lowest of the compared OMol25 structures with the same formula, charge and spin = 78.8 kJ/mol
Kohn-Sham gap = 7.55 eV